# 1
Computed, not measured: a molecular structure, C31H33Cl3MgNS, with ωB97M-V/def2-TZVPD.

Summary:
Highest occupied orbital energy (eV): -4.14
LUMO level (eV): 2.5872
Kohn-Sham gap (hartree): 0.24732
Energy above the lowest of the compared OMol25 structures with the same formula, charge and spin (eV): 0.0000
Charge: -1

Last column: natural (NBO) charge in e.
Cartesian coordinates (Å):
1 Mg -0.483 1.823 -0.364  1.65
2 Cl 2.512 2.037 -0.503  -0.01
3 C 2.853 3.717 -0.230  0.04
4 C 4.183 4.098 -0.194  -0.27
5 C 4.514 5.422 0.033  -0.24
6 C 3.499 6.346 0.220  -0.24
7 C 2.177 5.942 0.178  -0.04
8 Cl 0.972 7.172 0.423  -0.01
9 C 1.782 4.610 -0.049  -0.24
10 S 0.095 4.174 -0.106  -0.51
11 H 4.948 3.349 -0.344  0.22
12 H 5.550 5.731 0.064  0.21
13 H 3.721 7.389 0.401  0.22
14 Cl -5.134 -3.245 1.041  -0.06
15 C -4.436 -1.720 0.532  -0.09
16 C -3.884 -1.599 -0.735  -0.22
17 C -3.319 -0.398 -1.122  -0.24
18 C -3.285 0.723 -0.272  0.01
19 C -2.624 1.966 -0.676  -1.07
20 C -3.855 0.554 1.000  -0.22
21 C -4.424 -0.645 1.402  -0.25
22 H -3.882 -2.448 -1.406  0.22
23 H -2.860 -0.323 -2.102  0.22
24 H -3.008 2.842 -0.150  0.21
25 H -2.717 2.131 -1.754  0.21
26 H -3.849 1.391 1.691  0.20
27 H -4.854 -0.747 2.390  0.21
28 C 0.221 0.627 -5.153  -0.63
29 C 0.316 -0.331 -3.992  0.02
30 C 0.463 -1.701 -4.210  -0.35
31 C 0.569 -2.556 -3.119  0.13
32 C 0.732 -4.040 -3.333  -0.65
33 C 0.509 -2.063 -1.824  -0.41
34 C 0.324 -0.685 -1.551  0.32
35 C 0.263 0.150 -2.701  -0.33
36 N 0.201 -0.083 -0.341  -0.91
37 C 0.266 -0.783 0.932  0.16
38 C -0.836 -1.842 1.132  -0.44
39 C -0.767 -2.444 2.539  -0.21
40 C 0.611 -3.074 2.764  -0.40
41 C 1.698 -2.002 2.626  -0.21
42 C 1.457 -0.898 3.659  -0.40
43 C 0.080 -0.270 3.423  -0.21
44 C -1.001 -1.342 3.575  -0.40
45 C 0.025 0.298 2.004  -0.44
46 C 1.649 -1.399 1.217  -0.44
47 H 0.396 0.114 -6.099  0.20
48 H 0.955 1.429 -5.059  0.21
49 H -0.766 1.092 -5.198  0.21
50 H 0.513 -2.091 -5.220  0.19
51 H 0.960 -4.266 -4.375  0.20
52 H -0.181 -4.576 -3.066  0.21
53 H 1.537 -4.440 -2.713  0.21
54 H 0.601 -2.770 -1.013  0.19
55 H 0.214 1.233 -2.573  0.17
56 H -0.759 -2.636 0.390  0.21
57 H -1.804 -1.360 0.978  0.23
58 H -1.545 -3.208 2.637  0.21
59 H 0.780 -3.870 2.031  0.20
60 H 0.661 -3.530 3.759  0.19
61 H 2.682 -2.452 2.795  0.20
62 H 2.236 -0.133 3.576  0.20
63 H 1.509 -1.311 4.673  0.19
64 H -0.089 0.536 4.143  0.20
65 H -1.990 -0.900 3.420  0.21
66 H -0.977 -1.758 4.588  0.19
67 H 0.779 1.088 1.887  0.21
68 H -0.972 0.736 1.836  0.20
69 H 1.884 -2.165 0.476  0.21
70 H 2.404 -0.613 1.113  0.21



# 2
Computed, not measured: a molecular structure, B3CsF12, with ωB97M-V/def2-TZVPD.

Summary:
Highest occupied orbital energy (eV): -6.04
LUMO level (eV): 4.1424
Kohn-Sham gap (hartree): 0.37425
Energy above the lowest of the compared OMol25 structures with the same formula, charge and spin (eV): 0.0805
Charge: -2

Last column: Mulliken charge in e.
Cartesian coordinates (Å):
1 Cs -22.756 22.061 11.785  1.23
2 B -25.360 19.104 12.240  0.47
3 F -24.150 19.849 12.290  -0.35
4 F -25.392 18.202 13.336  -0.40
5 F -26.455 19.969 12.310  -0.40
6 F -25.398 18.364 11.039  -0.41
7 B -19.599 21.283 13.235  0.60
8 F -19.801 21.540 11.853  -0.44
9 F -19.043 22.425 13.853  -0.41
10 F -20.841 20.997 13.835  -0.42
11 F -18.703 20.205 13.366  -0.40
12 B -24.340 24.242 13.813  0.51
13 F -25.553 23.962 13.171  -0.38
14 F -24.526 25.230 14.795  -0.39
15 F -23.768 23.089 14.361  -0.38
16 F -23.430 24.737 12.811  -0.44



# 3
Computed, not measured: 4 unconnected molecules or ions with the total composition C31H45Br4ClF6N4O13P, with ωB97M-V/def2-TZVPD.

Summary:
Highest occupied orbital energy (eV): -11.84
LUMO level (eV): -3.4911
Kohn-Sham gap (hartree): 0.30678
Charge: +1

Last column: Mulliken charge in e.
Cartesian coordinates (Å):
1 C 1.550 -6.636 1.691  -0.80
2 O 1.172 -5.272 1.516  -0.20
3 C 2.317 -4.453 1.359  -3.25
4 C 2.065 -2.980 1.844  1.78
5 C 1.239 -3.174 3.158  -0.97
6 Br 2.093 -4.487 4.414  0.01
7 C -0.269 -3.542 3.275  -0.07
8 C -1.280 -3.765 2.141  -1.59
9 Br -1.153 -2.178 4.457  -0.11
10 C 1.304 -2.266 0.631  2.44
11 C 0.155 -1.265 0.953  0.73
12 C -1.107 -1.299 0.073  -3.27
13 C -1.033 -0.749 -1.356  0.06
14 F 0.191 -0.522 -1.861  -0.13
15 Br -1.845 -2.099 -2.566  -0.05
16 C -1.916 0.562 -1.540  0.81
17 F -1.823 1.351 -0.460  -0.20
18 F -3.171 0.288 -1.856  -0.22
19 Br -1.196 1.614 -3.049  -0.16
20 O 0.655 -3.285 -0.189  -0.32
21 C 1.135 -3.458 -1.396  0.60
22 N 1.685 -3.841 -2.335  -0.74
23 O 2.130 -1.633 -0.314  -0.14
24 C 3.059 -0.662 0.079  -1.05
25 C 2.841 0.684 -0.658  -0.15
26 F 2.922 0.267 -1.967  -0.33
27 F 3.865 1.517 -0.546  -0.25
28 F 1.657 1.280 -0.595  -0.14
29 C 3.293 -0.726 1.619  2.26
30 Cl 4.963 0.016 1.799  -0.04
31 C 2.478 0.167 2.584  -0.43
32 C 1.925 1.565 2.255  -1.65
33 N 2.919 2.572 1.870  -0.42
34 N 3.423 -2.221 2.041  1.01
35 P 4.703 -3.013 0.913  0.02
36 O 4.399 -3.163 -0.510  -0.58
37 C 4.062 -2.302 3.400  1.35
38 C 5.311 -2.891 3.658  -0.95
39 C 5.844 -2.956 4.929  -0.82
40 C 5.161 -2.416 6.009  -0.65
41 N 4.003 -1.807 5.805  -0.83
42 C 3.530 -1.774 4.583  -0.40
43 H 1.892 -6.853 2.708  0.28
44 H 2.330 -6.910 0.971  0.33
45 H 0.655 -7.231 1.513  0.27
46 H 2.585 -4.543 0.299  0.75
47 H 3.109 -4.952 1.929  1.39
48 H 1.305 -2.266 3.750  -0.15
49 H -0.401 -4.405 3.914  0.98
50 H -2.080 -4.400 2.536  0.58
51 H -1.813 -2.839 1.941  0.48
52 H -0.933 -4.272 1.246  0.13
53 H -0.191 -1.285 1.991  0.76
54 H 0.532 -0.243 0.848  -0.97
55 H -1.827 -0.668 0.613  0.66
56 H -1.615 -2.255 0.044  0.92
57 H 4.045 -0.868 -0.355  0.58
58 H 1.628 -0.384 3.005  -0.61
59 H 3.114 0.389 3.441  0.87
60 H 1.026 1.609 1.638  0.19
61 H 1.540 1.931 3.217  0.80
62 H 2.631 3.072 1.043  0.16
63 H 3.093 3.205 2.634  0.27
64 H 5.919 -2.327 1.060  0.32
65 H 4.981 -4.297 1.418  0.21
66 H 5.971 -3.327 2.923  0.31
67 H 6.803 -3.430 5.103  0.48
68 H 5.594 -2.506 6.999  0.40
69 H 2.589 -1.236 4.520  0.49
70 C -1.676 8.231 -5.488  -0.60
71 O -1.323 6.898 -5.103  -0.26
72 C -0.471 6.829 -4.084  0.70
73 O 0.002 7.760 -3.490  -0.54
74 O -0.229 5.539 -3.832  -0.22
75 C 0.677 5.318 -2.755  -0.56
76 H -2.368 8.152 -6.322  0.14
77 H -2.168 8.752 -4.669  0.31
78 H -0.797 8.783 -5.814  0.32
79 H 0.278 5.724 -1.826  0.31
80 H 1.650 5.756 -2.973  0.32
81 H 0.791 4.242 -2.648  0.06
82 C -4.923 8.653 -11.753  -0.63
83 O -4.569 7.321 -11.374  -0.32
84 C -3.717 7.251 -10.355  0.80
85 O -3.247 8.185 -9.759  -0.54
86 O -3.473 5.964 -10.105  -0.31
87 C -2.564 5.746 -9.027  -0.55
88 H -5.615 8.571 -12.586  0.22
89 H -5.415 9.169 -10.931  0.30
90 H -4.043 9.207 -12.076  0.29
91 H -2.964 6.152 -8.099  0.21
92 H -1.593 6.185 -9.246  0.29
93 H -2.445 4.671 -8.917  0.25
94 C -8.017 -4.708 5.043  -0.63
95 O -7.305 -3.951 6.025  -0.32
96 C -6.295 -3.236 5.541  0.80
97 O -5.950 -3.183 4.389  -0.55
98 O -5.723 -2.585 6.556  -0.33
99 C -4.619 -1.770 6.170  -0.56
100 H -8.806 -5.239 5.566  0.22
101 H -8.463 -4.049 4.300  0.29
102 H -7.359 -5.430 4.563  0.29
103 H -4.937 -0.995 5.474  0.30
104 H -3.830 -2.377 5.730  0.15
105 H -4.237 -1.295 7.071  0.28